{"formula": "C8H12F12NO15S4V", "method": "wB97M-V/def2-TZVPD", "species": ["O", "V", "O", "C", "C", "C", "O", "C", "N", "H", "H", "H", "H", "H", "H", "H", "H", "H", "H", "H", "H", "C", "F", "F", "F", "S", "O", "O", "O", "C", "F", "F", "F", "S", "O", "O", "O", "C", "F", "F", "F", "S", "O", "O", "O", "C", "F", "F", "F", "S", "O", "O", "O"], "positions_angstrom": [[-15.77033, 6.23324, 6.51735], [-15.94051, 6.07595, 8.10451], [-14.66250, 5.34856, 8.73462], [-16.76904, 10.95400, 2.35218], [-16.84377, 11.83384, 1.05600], [-17.50768, 11.24036, -0.21945], [-17.14410, 12.05322, -1.29796], [-17.23528, 11.30503, -2.56714], [-17.42517, 13.26577, 1.30692], [-18.20998, 13.26356, 1.94266], [-16.71256, 13.93093, 1.57124], [-17.77355, 13.80439, 0.52678], [-16.01282, 10.21108, 2.09858], [-17.70586, 10.43484, 2.55451], [-16.40268, 11.40929, 3.27229], [-15.85706, 12.10176, 0.67824], [-18.57580, 11.03102, -0.16108], [-17.14193, 10.21716, -0.30548], [-16.31851, 10.71561, -2.58179], [-17.09047, 12.09222, -3.30705], [-17.92326, 10.49256, -2.80096], [-9.60697, 4.82983, 6.02758], [-9.35340, 3.67115, 6.58344], [-10.86052, 4.82056, 5.66814], [-9.52530, 5.83392, 6.89771], [-8.30096, 5.03039, 4.65124], [-7.07090, 5.00671, 5.39716], [-8.52378, 3.89305, 3.74530], [-8.67421, 6.27044, 4.02457], [-16.08686, 6.01345, 15.00276], [-16.41007, 5.84942, 16.25572], [-15.40662, 7.19796, 14.79396], [-15.24649, 5.04114, 14.54960], [-17.70489, 5.91006, 13.88925], [-18.59854, 6.96966, 14.26817], [-17.33135, 6.03528, 12.49842], [-18.32104, 4.58139, 14.22694], [-19.33689, 0.94119, 5.51570], [-19.86326, 1.93738, 4.85951], [-20.20053, -0.01235, 5.31494], [-18.11575, 0.50127, 5.02589], [-19.14642, 1.42000, 7.39246], [-18.69017, 0.21470, 8.06329], [-18.23025, 2.59800, 7.36615], [-20.48766, 1.77508, 7.91386], [-12.19442, 10.89632, 10.30696], [-12.59751, 9.86171, 11.09395], [-12.12549, 12.06290, 10.98731], [-10.94198, 10.51005, 9.81588], [-13.36137, 11.02806, 8.76819], [-12.51459, 11.26792, 7.61178], [-14.08365, 9.76241, 8.74010], [-14.30677, 12.05191, 9.11744]], "atomic_forces_ev_per_a": [[-0.1, -0.5, 3.5], [3.1, -1.4, -1.0], [-2.9, 1.7, -2.0], [-0.1, 0.2, -1.3], [-0.1, 0.3, -0.4], [0.3, -0.5, 1.3], [-1.4, -1.1, -0.7], [2.7, 0.6, 0.3], [-0.2, 0.0, -0.2], [0.0, -0.1, 0.8], [0.5, -0.2, 1.2], [-0.4, -0.7, -1.4], [-0.1, -0.2, 0.1], [0.0, 0.1, 0.0], [-0.1, 0.5, -0.3], [0.2, -0.2, 0.4], [-0.5, 0.7, 0.2], [0.7, -0.1, -0.1], [0.5, 0.1, -0.1], [-0.6, -0.4, -0.2], [-1.3, 0.9, 0.7], [1.8, 0.8, -1.5], [0.2, -1.2, 1.4], [-1.8, -0.2, -1.2], [0.6, 0.2, 0.9], [-1.4, -1.1, -1.2], [0.3, 0.0, 0.3], [0.2, 0.4, 1.1], [0.0, 1.0, 0.1], [-0.6, 0.4, -3.6], [0.5, 0.0, 0.7], [-0.8, -1.1, 0.8], [-0.4, 0.4, 1.0], [-2.7, -2.7, 0.1], [0.4, 1.3, 1.2], [1.5, -0.2, -0.3], [2.2, 1.9, -0.1], [1.3, -0.3, 2.3], [0.7, 1.9, -1.2], [-0.7, -2.1, 0.3], [-1.3, 1.0, 0.0], [-1.0, 1.2, 2.1], [0.7, 0.3, -1.2], [-0.7, -1.6, -0.6], [1.2, -0.1, -1.8], [0.3, -1.4, -1.9], [0.4, 1.6, -0.1], [0.3, -1.4, -0.3], [-1.4, 1.1, 1.2], [-0.9, -0.9, -0.4], [0.0, 0.1, 0.9], [0.7, -0.9, 0.0], [0.2, 1.6, 0.4]], "lowdin_charge": [-0.23, 1.33, -0.16, 0.00, -0.23, -0.23, -0.19, -0.05, 0.23, 0.16, 0.17, 0.15, 0.10, 0.09, 0.10, 0.15, 0.14, 0.14, 0.09, 0.09, 0.10, -0.73, 0.13, 0.14, 0.12, 0.43, -0.34, -0.38, -0.36, -0.61, 0.15, 0.07, 0.08, 0.46, -0.36, -0.38, -0.39, -0.67, 0.13, 0.13, 0.07, 0.50, -0.35, -0.41, -0.38, -0.55, 0.09, 0.10, 0.05, 0.43, -0.35, -0.39, -0.36], "e_lumo_ha": -0.0349, "charge": -2, "orbital_gap_ev": 3.18, "de_lowest_kj_mol": 844.2, "multiplicity": 1, "max_force_ev_per_a": 3.95, "energy_ev": -142325.1364}